# 1
This record from OMol25 describes a 7-piece molecular cluster, C38H75N2O11 overall in a non-equilibrium geometry. The level of theory is ωB97M-V/def2-TZVPD.

Geometry as XYZ:
```
126
Properties=species:S:1:pos:R:3:forces:R:3
C -1.8903 -1.4596 1.1856 0.6 -0.7 -1.1
C -0.3876 -1.0091 1.3763 -0.8 -0.6 1.9
O -0.0551 0.2560 0.7909 0.7 -1.2 -0.5
C 0.6605 0.0962 -0.4318 -0.3 0.7 -0.7
C -0.3083 0.1495 -1.7064 1.0 0.7 0.7
O 0.0447 -0.9551 -2.5538 -1.2 0.3 0.5
C -0.8601 -2.0654 -2.4093 0.8 -0.9 -0.8
C 0.0260 -3.3694 -2.3052 -1.3 0.6 -1.0
O 0.5084 -3.5127 -0.9625 0.4 -0.6 -0.4
C 1.6863 -4.3011 -0.8748 1.3 0.0 -0.9
C 2.9331 -3.3548 -1.0973 1.5 0.5 -0.5
C 3.4951 -3.2986 -2.4227 -0.7 -0.1 1.7
N 4.5646 -2.4934 -2.7956 -0.7 -0.2 2.4
C 4.9793 -2.5378 -4.2298 -1.6 -0.1 -1.7
C 3.7300 -2.0879 -5.0787 -2.1 1.2 -1.7
C 2.8162 -3.0563 -5.7133 0.0 1.4 0.3
C 1.6278 -2.6495 -6.4700 0.7 1.6 0.6
C 1.2900 -1.2350 -6.6489 2.8 -0.6 1.7
C 2.2226 -0.2524 -6.0495 -0.5 -2.0 -0.1
C 3.4022 -0.6623 -5.2872 -1.0 -0.9 -0.6
C 5.1460 -1.7160 -1.8256 0.4 0.6 1.3
N 6.2691 -0.9068 -2.2185 -1.3 -1.1 0.9
C 4.6902 -1.6824 -0.4192 -2.3 -1.9 -1.2
C 3.5533 -2.5294 -0.0381 1.1 -0.2 -2.1
C 2.9764 -2.6093 1.3997 -0.4 -0.2 1.8
O 2.5802 -1.6569 2.0140 0.6 0.2 -1.3
O 2.8970 -3.8512 2.0322 -0.1 0.6 -2.2
H -2.3874 -0.7362 0.4889 0.1 -0.5 0.9
H -1.8800 -2.4605 0.6549 -0.1 1.0 0.5
H -2.4390 -1.6250 2.1430 0.5 0.6 -0.8
H 0.2928 -1.8472 1.0648 -0.6 1.1 0.0
H -0.2252 -0.8913 2.4902 -0.1 0.0 -1.1
H 1.4356 0.9177 -0.4889 -0.9 -0.7 0.1
H 1.2261 -0.8708 -0.5066 -0.6 0.7 0.3
H -1.3923 0.1415 -1.4098 1.1 -0.1 -0.2
H -0.1077 1.1348 -2.2230 -0.3 -1.2 0.1
H -1.5581 -1.9753 -1.5361 0.8 0.0 -0.7
H -1.4519 -2.1249 -3.3687 0.4 -0.1 1.0
H -0.6016 -4.2554 -2.6327 0.7 0.7 0.7
H 0.8356 -3.2608 -3.0843 -0.5 0.0 0.9
H 1.7601 -5.0757 -1.6986 -0.4 0.7 0.8
H 1.7707 -4.8709 0.0843 -0.3 0.9 -0.7
H 3.0408 -3.9492 -3.2079 0.7 0.8 0.7
H 5.8571 -1.8933 -4.4649 -0.7 -0.6 0.6
H 5.1412 -3.6172 -4.4905 0.3 1.0 0.4
H 3.0386 -4.1490 -5.5687 -0.3 1.1 -0.4
H 0.9353 -3.3993 -6.9211 0.9 0.5 0.5
H 0.3845 -0.8851 -7.2058 1.0 -0.5 0.6
H 1.9421 0.8202 -6.2090 0.7 -1.1 0.4
H 4.0445 0.1648 -4.8793 -0.6 -1.0 -0.4
H 7.0968 -1.5057 -2.3149 -0.2 0.5 -0.1
H 6.3963 -0.2229 -1.4702 0.4 -0.2 -0.4
H 5.1616 -1.0337 0.3526 -0.2 -0.6 -0.9
H 1.9936 -3.8912 2.4227 0.5 0.2 0.5
C -2.7862 0.8209 6.1646 0.1 -0.1 0.2
C -2.0408 0.3343 4.9321 -0.6 0.6 -0.1
C -1.7797 1.4728 3.9569 0.2 0.0 -0.2
O -2.8105 -0.6821 4.2847 0.2 -0.3 0.1
H -3.7612 1.2360 5.8905 0.1 0.1 -0.1
H -2.9765 -0.0079 6.8505 0.1 0.0 0.0
H -2.2168 1.5882 6.6933 -0.1 0.0 0.0
H -1.0937 -0.1166 5.2293 -0.1 -0.1 -0.1
H -2.7208 1.9109 3.6099 0.0 0.0 0.1
H -1.2549 1.1084 3.0713 0.0 0.0 0.1
H -1.1789 2.2589 4.4196 0.0 0.0 0.0
H -3.6517 -0.2879 4.0181 0.1 0.0 0.0
C -8.3478 1.9159 4.8345 -0.1 -0.2 0.1
C -6.8955 1.7719 4.4095 -0.4 0.5 -0.3
C -6.2249 3.1286 4.2586 0.3 0.0 0.1
O -6.8297 1.0697 3.1674 0.3 -0.3 0.0
H -8.9201 2.4722 4.0860 0.1 0.1 0.1
H -8.8186 0.9350 4.9279 0.1 0.0 0.1
H -8.4299 2.4351 5.7916 0.0 0.0 -0.1
H -6.3543 1.1751 5.1481 0.0 -0.1 -0.2
H -6.7231 3.7275 3.4904 -0.1 0.0 0.1
H -5.1856 3.0096 3.9422 0.0 0.0 0.1
H -6.2428 3.6843 5.1986 0.0 0.0 -0.1
H -7.3050 1.5894 2.5078 0.0 0.0 0.1
C -0.3379 -2.7106 5.8369 0.1 0.2 -0.1
C -0.6477 -3.8825 4.9193 0.1 0.0 0.6
C -1.0922 -5.1029 5.7088 -0.1 -0.2 -0.2
O 0.5206 -4.2097 4.1522 0.2 0.0 -0.5
H 0.4775 -2.9589 6.5239 -0.1 -0.1 0.0
H -0.0097 -1.8474 5.2556 0.0 -0.1 0.0
H -1.2134 -2.4250 6.4234 0.0 0.0 0.0
H -1.4299 -3.5979 4.2125 0.2 0.0 -0.1
H -0.3038 -5.4330 6.3924 0.0 0.1 0.1
H -1.3003 -5.9391 5.0376 -0.1 0.1 0.0
H -1.9909 -4.8901 6.2907 0.1 0.0 0.0
H 1.2171 -4.4627 4.7712 -0.1 0.0 0.0
C -12.4221 1.3829 1.4094 0.1 0.1 -0.2
C -11.4849 1.3364 2.6064 -0.7 -0.2 0.1
C -11.6382 0.0358 3.3797 0.2 -0.1 0.1
O -11.7608 2.4377 3.4702 0.3 0.2 0.0
H -13.4663 1.3239 1.7306 0.1 -0.1 0.1
H -12.3090 2.3260 0.8705 0.1 -0.1 0.0
H -12.2229 0.5601 0.7192 -0.1 0.0 0.0
H -10.4514 1.4425 2.2676 0.0 0.2 0.1
H -12.6560 -0.0684 3.7674 0.0 0.0 -0.1
H -10.9679 0.0211 4.2415 0.0 0.0 -0.1
H -11.4154 -0.8277 2.7491 0.0 0.0 0.0
H -12.6722 2.3543 3.7762 0.1 0.0 0.0
C 4.7246 2.5896 -2.2767 0.2 -0.2 0.1
C 4.8662 3.4182 -3.5449 -0.6 0.2 0.4
C 4.4600 4.8636 -3.3085 0.1 0.2 -0.1
O 4.0514 2.8549 -4.5736 0.2 -0.3 -0.2
H 3.6854 2.5771 -1.9339 0.0 0.1 0.0
H 5.0101 1.5504 -2.4645 0.0 0.1 -0.1
H 5.3513 2.9855 -1.4744 -0.1 0.0 0.0
H 5.9005 3.3798 -3.8950 -0.1 -0.1 -0.1
H 3.4119 4.9285 -3.0002 0.0 -0.1 0.1
H 4.5558 5.4444 -4.2280 0.1 0.0 0.1
H 5.0793 5.3259 -2.5375 0.0 0.0 0.0
H 3.1338 2.8836 -4.2749 0.1 0.1 0.0
C 9.3891 5.6180 -6.4066 0.1 0.2 -0.1
C 9.2762 5.4239 -4.9028 -0.2 -0.5 -0.4
C 9.6545 4.0073 -4.4981 0.1 0.0 0.3
O 7.9387 5.6967 -4.4863 0.0 0.2 0.3
H 8.7117 4.9424 -6.9381 0.1 -0.1 0.1
H 9.1047 6.6350 -6.6839 0.1 0.0 0.1
H 10.4080 5.4333 -6.7536 -0.1 0.0 0.0
H 9.9250 6.1375 -4.3907 -0.2 0.0 0.1
H 8.9855 3.2775 -4.9658 0.0 0.1 -0.1
H 9.5587 3.8790 -3.4173 0.1 0.1 0.0
H 10.6812 3.7742 -4.7879 -0.1 0.0 0.0
H 7.3554 5.0710 -4.9334 0.1 0.1 0.0
```
Positions in Å, forces in eV/Å.

- net charge = +1
- LUMO level (eV) = -4.233
- HOMO energy (eV) = -11.08
- Kohn-Sham gap (eV) = 6.8
- E_tot (eV) = -66115.1114

***

# 2
This record from OMol25 describes C34H43AsN7O2RuS2Si2 as an isolated structure in a non-equilibrium geometry. The level of theory is ωB97M-V/def2-TZVPD.

Geometry as XYZ:
```
92
Properties=species:S:1:pos:R:3:forces:R:3
Ru 0.2425 0.7086 -0.0693 0.4 -1.0 -0.1
C -1.5340 -0.7447 -2.7134 -0.2 -0.2 0.1
C -2.0045 -1.3539 -1.4284 0.0 0.0 0.1
C -2.8942 -2.4561 -1.4832 0.0 0.0 -0.1
C -3.3347 -3.0272 -0.3338 0.0 -0.1 0.0
C -2.9001 -2.5290 0.9150 0.1 0.1 0.0
C -3.3455 -3.0839 2.1333 0.0 -0.1 0.0
C -2.8829 -2.5765 3.3124 0.1 0.0 0.1
C -1.9730 -1.5037 3.3166 0.0 0.0 0.0
C -1.5250 -0.9150 2.1509 -0.1 -0.1 0.0
S -0.4741 0.4794 2.2754 0.1 0.3 -0.1
C -1.9902 -1.4446 0.9060 -0.1 0.0 0.0
N -1.5761 -0.8788 -0.2744 0.1 -0.1 0.0
H -2.3089 -0.8192 -3.4766 -0.1 0.0 0.0
H -0.6478 -1.2544 -3.0949 -0.2 0.1 0.0
H -1.2635 0.2954 -2.5774 0.1 0.2 0.0
H -3.2059 -2.8291 -2.4517 0.0 0.0 0.0
H -4.0217 -3.8667 -0.3532 0.0 0.0 0.0
H -4.0350 -3.9213 2.1100 0.0 0.1 0.0
H -3.2130 -3.0005 4.2546 0.0 0.0 -0.1
H -1.6116 -1.1055 4.2577 0.0 0.0 0.0
C 3.4359 6.5202 -0.7494 0.0 -0.1 0.0
C 3.7005 5.0836 -0.4939 -0.2 0.2 0.0
N 4.7524 4.5888 0.0730 -0.1 -0.3 0.0
N 4.5013 3.2457 0.0942 0.4 -0.1 0.2
C 3.3411 2.8838 -0.4629 0.1 0.0 0.1
S 2.7420 1.3188 -0.6748 0.0 0.2 0.0
N 2.8319 4.0785 -0.8446 -0.3 0.1 -0.2
N 1.5776 4.2751 -1.4210 0.2 0.5 0.1
H 4.2657 7.1019 -0.3582 0.0 0.0 0.0
H 2.5090 6.8276 -0.2623 0.0 0.0 0.0
H 3.3364 6.7185 -1.8183 0.0 0.0 0.0
H 5.1555 2.6122 0.5182 0.0 0.0 0.0
H 1.1200 3.3725 -1.4377 -0.2 -0.3 0.1
H 1.7153 4.5753 -2.3773 0.0 -0.1 -0.2
O 1.2392 -1.5122 -3.6870 0.2 -0.1 0.2
C 1.4895 -1.8339 -2.5371 0.3 0.2 0.0
N 2.1074 -3.0137 -2.1791 0.0 0.1 0.2
C 2.1852 -3.1930 -0.7467 -0.1 -0.1 0.0
C 1.6318 -1.8118 -0.3259 0.0 0.1 0.1
O 1.5548 -1.3937 0.8311 -0.1 -0.2 -0.1
N 1.2258 -1.0975 -1.3838 -0.1 -0.2 0.0
C 1.2735 -4.3326 -0.2380 0.1 0.1 -0.1
C 1.1089 -5.4780 -1.0160 0.0 0.0 0.0
C 0.3700 -6.5571 -0.5515 0.0 0.0 0.0
C -0.2123 -6.5105 0.7085 0.0 0.0 0.0
C -0.0583 -5.3722 1.4858 0.0 0.0 0.0
C 0.6718 -4.2859 1.0160 0.0 0.0 0.0
C 3.6082 -3.4264 -0.2287 0.0 0.1 0.0
C 3.8664 -3.3824 1.1408 0.0 0.0 0.0
C 5.1380 -3.6437 1.6272 0.0 0.0 -0.1
C 6.1727 -3.9609 0.7551 0.0 0.0 0.0
C 5.9267 -3.9917 -0.6083 0.0 0.0 0.0
C 4.6532 -3.7188 -1.0976 0.0 0.0 0.0
H 2.3194 -3.7089 -2.8673 -0.1 0.0 -0.1
H 1.5640 -5.5416 -1.9971 0.0 0.0 0.0
H 0.2588 -7.4374 -1.1740 0.0 0.0 0.0
H -0.7822 -7.3547 1.0792 0.0 0.0 0.0
H -0.5115 -5.3203 2.4680 0.0 0.0 0.0
H 0.7629 -3.3955 1.6276 0.0 0.0 0.0
H 3.0696 -3.1201 1.8256 0.0 0.0 0.0
H 5.3212 -3.6002 2.6936 0.0 0.0 0.0
H 7.1645 -4.1747 1.1365 0.0 0.0 0.0
H 6.7271 -4.2245 -1.3008 0.0 0.0 0.0
H 4.4889 -3.7146 -2.1677 0.0 0.0 0.0
C -4.2851 4.3204 -1.0538 0.0 0.2 0.1
Si -3.6849 2.5516 -1.0346 -0.2 0.0 -0.1
C -4.5338 1.5673 0.3056 0.1 -0.1 0.2
C -4.0868 1.7974 -2.6986 0.1 -0.1 -0.1
As -1.3756 2.5373 -0.5890 -0.4 0.3 0.1
Si -1.2544 3.9029 1.3399 0.2 0.3 0.0
C 0.5698 3.9168 1.8102 0.0 0.0 0.1
C -1.7096 5.6681 0.8609 0.0 0.1 -0.1
C -2.3382 3.4501 2.8006 -0.1 -0.2 0.0
H -5.3243 4.3559 -1.3996 0.1 0.0 0.0
H -3.6755 4.9224 -1.7353 -0.1 0.0 0.1
H -4.2356 4.7787 -0.0615 -0.1 -0.1 -0.2
H -5.5302 1.2519 -0.0215 0.1 0.1 0.0
H -4.6386 2.1522 1.2247 0.0 -0.1 -0.1
H -3.9490 0.6707 0.5409 -0.1 0.0 0.0
H -5.0127 2.2412 -3.0806 0.1 -0.1 0.1
H -4.2380 0.7186 -2.6105 0.0 0.0 0.0
H -3.2977 1.9731 -3.4349 -0.1 0.0 0.0
H 1.1210 4.6363 1.1982 -0.1 0.0 0.0
H 1.0287 2.9393 1.6750 0.1 -0.1 0.0
H 0.6923 4.1860 2.8646 0.0 0.0 -0.1
H -1.4721 5.8930 -0.1841 0.0 0.0 0.1
H -1.1500 6.3663 1.4969 -0.1 -0.1 -0.1
H -2.7772 5.8547 1.0169 0.2 0.0 0.0
H -2.9891 2.5988 2.5900 0.1 0.1 0.1
H -2.9581 4.3108 3.0779 0.1 -0.1 0.0
H -1.7157 3.1708 3.6529 0.0 0.0 0.0
```
Positions in Å, forces in eV/Å.

- LUMO level (spin up / spin down) (eV) = 0.350 / -1.547
- 2S+1 = 6
- ⟨S²⟩ = 8.77
- HOMO energy (spin up / spin down) (eV) = -6.80 / -7.10
- Kohn-Sham gap (spin up / spin down) (eV) = 7.1 / 5.6
- energy above the lowest of the compared OMol25 structures with the same formula, charge and spin (kJ/mol) = 102.9
- E_tot (eV) = -151330.4358

***

Look up the E_tot of the first one.
-66115.1114 eV

***

Which value of E_tot does entry 2 give?
-151330.4358 eV

***

Among the records above, which one has the highest E_tot?
C38H75N2O11